# 1
DFT (ωB97M-V/def2-TZVPD) results for C9H14ClN3O3 in the gas phase at a distorted geometry.

```
30
Properties=species:S:1:pos:R:3:nbo_charge:R:1
Cl 2.494 0.682 4.004 -0.06
O -1.808 -2.935 -0.868 -0.31
O -3.575 -2.283 0.200 -0.36
O 1.782 -1.122 1.510 -0.73
N -0.562 -0.500 -0.080 -0.32
N -1.800 1.335 0.801 -0.33
N -2.431 -2.106 -0.234 0.49
C -0.069 1.870 -0.765 -0.22
C -1.819 -0.850 0.076 0.23
C 1.865 0.330 1.294 0.08
C 2.930 0.904 2.277 -0.37
C 0.518 0.937 1.569 -0.43
C -2.564 0.257 0.655 0.00
C -0.464 0.908 0.371 0.20
C 0.276 3.265 -0.265 -0.61
C -1.183 1.961 -1.843 -0.61
H 3.051 1.956 2.093 0.21
H 0.661 1.940 1.933 0.23
H 3.877 0.411 2.095 0.23
H 0.579 3.935 -1.082 0.22
H -0.548 3.774 0.232 0.23
H 0.818 1.484 -1.328 0.22
H -0.787 2.529 -2.677 0.22
H 2.187 0.621 0.309 0.18
H 1.104 -1.518 0.947 0.49
H -2.110 2.424 -1.484 0.22
H -3.655 0.235 0.875 0.24
H 1.141 3.250 0.357 0.20
H -1.374 0.954 -2.215 0.21
H 0.102 0.429 2.443 0.25
```

The relative energy (zero: lowest compared OMol25 entry of this formula, charge and spin) comes out at 0.0 kcal per mole. The calculation puts the orbital gap at 8.97 eV. The HOMO energy is -10.7 eV. As for the spin multiplicity: 1. For the calculated total energy, the calculation gives -32691.5539 eV. As for the SMILES: CC(C)[C@@]1(C[C@H](O)CCl)N=CC([N+](=O)[O-])=N1.

# 2
DFT (ωB97M-V/def2-TZVPD) results for 5 unconnected molecules or ions with the total composition C32H35F6N5O9P at a distorted geometry.

```
88
Properties=species:S:1:pos:R:3:mulliken_charge:R:1
P -0.849 -2.058 -0.210 0.23
F 1.383 -3.594 -1.705 -0.21
F -2.527 -1.347 1.694 -0.18
F 2.521 -1.836 -2.151 -0.30
F -2.756 -0.240 -0.137 -0.13
F 1.781 -3.055 -3.691 -0.26
F -1.120 0.114 1.173 -0.25
O 1.089 -3.063 3.453 -0.64
O -0.400 5.774 -2.812 -0.61
O -0.319 -3.331 5.063 -0.59
O -8.880 3.552 2.222 -0.59
O 5.862 2.697 -0.572 -0.59
O 0.362 -1.866 -2.664 -0.33
O -0.861 6.938 -1.055 -0.60
O 7.139 3.705 -1.989 -0.61
O -9.360 2.136 0.666 -0.59
N -0.153 6.180 -1.690 1.02
N 0.167 -2.660 0.961 -0.46
N 6.331 2.851 -1.690 1.10
N -8.589 2.663 1.446 0.99
N 0.530 -2.691 4.479 1.05
C 2.238 0.596 4.909 -0.57
C 1.394 6.131 0.228 -0.40
C -5.501 0.771 0.544 -0.04
C -4.977 2.308 2.321 -0.75
C -2.304 -5.257 -3.131 -1.63
C 1.935 4.876 -1.762 -0.57
C 3.115 4.454 -1.170 0.00
C -2.026 -3.289 -0.911 -0.61
C 3.437 4.868 0.116 -0.30
C 0.914 -1.388 5.032 0.18
C 2.575 5.703 0.815 -0.51
C -4.579 1.325 1.424 -0.05
C -6.818 1.202 0.556 -0.46
C 1.864 -0.625 4.373 -0.24
C -1.928 -0.808 0.681 0.76
C 0.325 -0.953 6.208 -0.40
C -2.195 -5.761 -1.681 0.85
C 6.416 2.043 -4.018 -0.63
C 1.662 1.040 6.093 -0.43
C 0.019 -1.093 -1.529 -0.85
C -7.195 2.188 1.448 -0.12
C 6.001 1.159 -5.002 -0.45
C -6.292 2.744 2.335 -0.32
C 4.522 0.093 -3.430 -0.13
C 4.937 0.969 -2.441 -0.22
C 0.706 0.268 6.739 -0.47
C -1.239 -7.004 -1.690 -1.54
C 5.057 0.184 -4.709 -0.53
C -1.566 -4.747 -0.704 -1.26
C 1.503 -2.563 -2.525 0.92
C 5.882 1.932 -2.746 -0.09
C 1.090 5.714 -1.056 -0.02
H 4.362 4.539 0.571 0.45
H 3.786 -0.661 -3.204 0.45
H -2.173 -6.049 -3.863 0.49
H -0.439 -3.022 1.704 0.39
H -7.533 0.770 -0.129 0.44
H -2.973 -3.146 -0.382 0.60
H -5.195 0.005 -0.155 0.35
H 2.826 6.023 1.817 0.41
H -0.706 -0.351 -1.869 0.53
H 7.150 2.802 -4.249 0.48
H -2.171 -2.998 -1.954 0.48
H -0.607 -6.897 -2.575 0.39
H -1.780 -7.939 -1.802 0.39
H -3.559 1.002 1.417 0.18
H 0.708 -3.463 0.644 0.40
H -1.590 -4.461 -3.358 0.30
H 3.786 3.804 -1.713 0.17
H 1.962 1.991 6.514 0.39
H -3.152 -6.106 -1.294 0.44
H -0.557 -7.003 -0.840 0.36
H 2.981 1.201 4.407 0.42
H 6.415 1.231 -5.999 0.40
H -4.260 2.737 3.008 0.40
H -0.419 -1.552 6.714 0.46
H 4.738 -0.507 -5.479 0.42
H 0.726 6.783 0.774 0.48
H -3.309 -4.849 -3.278 0.34
H -0.484 -4.870 -0.685 0.30
H 2.316 -0.970 3.454 0.46
H 4.522 0.895 -1.446 0.49
H -1.894 -5.034 0.300 0.35
H 1.688 4.552 -2.763 0.47
H 0.259 0.617 7.660 0.39
H -6.598 3.511 3.032 0.47
H 0.845 -0.531 -1.085 0.52
```

The relative energy (zero: lowest compared OMol25 entry of this formula, charge and spin) comes out at 0.0 kcal per mole. The calculation puts the orbital gap at 8.64 eV. The HOMO energy is -11.8 eV. As for the spin multiplicity: 1. For the calculated total energy, the calculation gives -85206.2827 eV. As for the charge: +1.

# 3
DFT (ωB97M-V/def2-TZVPD) results for a molecular structure, C52H38FN13O3RuS at a distorted geometry.

```
109
Properties=species:S:1:pos:R:3:mulliken_spin:R:1
Ru 1.311 -1.357 2.072 2.71
S 2.826 -1.238 -1.900 0.00
F -1.777 0.308 -4.335 0.00
O 0.756 -0.233 -0.090 0.06
O 2.441 0.691 1.806 0.09
O 1.923 2.675 2.713 0.03
N -1.223 -2.586 0.245 -0.01
N 3.382 -3.696 0.797 0.03
N 3.595 -0.823 4.480 0.01
N 1.123 -2.855 0.765 -0.18
N -3.079 2.881 -4.186 0.00
N -3.628 4.698 -5.810 0.00
N -1.263 3.278 0.278 0.00
N 3.122 -2.060 2.504 -0.02
N 1.669 -3.077 -3.438 0.00
N 1.679 -0.860 -4.233 0.00
N -0.716 -1.221 2.129 0.01
N -1.001 0.298 3.937 0.00
N 1.284 -0.473 3.886 -0.11
C 2.466 -0.055 7.309 0.03
C -1.455 -1.577 1.020 0.12
C -0.697 1.358 -1.041 0.01
C -2.202 3.014 -1.946 0.00
C 1.957 -6.161 -0.531 0.03
C 0.524 1.854 1.015 0.02
C -1.657 1.073 -3.218 0.00
C 0.249 0.892 -0.019 -0.05
C 2.024 -1.778 -3.234 0.00
C 0.483 0.212 5.917 0.06
C -1.404 2.565 -0.890 0.01
C 5.278 -2.643 1.947 0.04
C -3.495 1.168 2.221 0.02
C 2.322 -0.519 4.769 0.27
C -0.082 -3.293 0.273 0.31
C 6.552 -1.414 3.604 0.02
C 0.336 0.622 8.251 0.02
C -2.987 2.350 -5.541 0.00
C 1.727 1.731 1.953 0.01
C -3.645 3.370 -6.492 0.00
C -4.592 0.408 0.200 0.01
C 5.342 -1.769 3.040 0.02
C -0.801 -5.549 -0.784 0.06
C -0.864 0.612 -2.201 0.00
C -2.616 -0.687 0.929 0.02
C 7.703 -1.968 3.056 0.01
C 0.092 -4.612 -0.277 0.07
C -3.642 -0.585 0.007 0.02
C 2.075 -3.804 0.522 0.29
C -0.300 -6.783 -1.158 0.02
C -2.333 2.294 -3.126 0.00
C 1.136 -3.437 -4.570 0.00
C 1.063 -7.083 -1.045 0.04
C 6.422 -3.192 1.403 0.02
C -2.544 0.182 2.027 0.03
C 7.639 -2.844 1.977 0.01
C 3.960 -1.439 3.402 0.11
C 1.691 0.306 8.397 0.04
C 1.845 -0.118 6.069 0.09
C -4.592 4.705 -4.665 0.00
C -0.261 2.946 1.137 0.00
C -1.342 -0.187 2.784 0.07
C -2.016 4.500 0.543 0.00
C 0.166 -0.001 4.528 0.32
C -4.422 3.369 -3.916 0.00
C -1.304 5.735 -0.006 0.00
C 0.889 -2.546 -5.648 0.00
C -4.521 1.272 1.292 0.01
C 3.858 -2.831 1.637 0.05
C 1.163 -1.238 -5.420 0.00
C 1.459 -4.927 -0.134 0.08
C -0.282 0.591 7.013 0.05
H -4.359 5.557 -4.030 0.00
H -0.316 5.817 0.446 0.00
H -2.127 4.588 1.623 0.00
H -1.934 2.228 -5.791 0.00
H 0.494 -2.895 -6.588 0.00
H 6.364 -3.870 0.562 0.00
H -4.569 3.518 -2.851 0.00
H -0.978 -7.546 -1.520 0.00
H 3.520 -0.278 7.409 0.00
H -1.866 6.641 0.219 0.00
H -2.691 4.816 -5.415 0.00
H -5.602 4.822 -5.052 0.00
H -5.418 0.500 -0.494 0.00
H 6.589 -0.735 4.444 0.00
H 1.907 0.101 -4.032 0.00
H -3.695 -1.268 -0.831 0.00
H 8.553 -3.266 1.580 0.00
H 2.140 0.354 9.380 0.00
H -1.858 -5.327 -0.850 0.00
H -1.326 0.846 6.891 0.01
H -2.713 3.964 -1.868 0.00
H 3.009 -6.393 -0.430 0.00
H 0.977 -0.459 -6.146 0.00
H -3.434 1.819 3.085 0.00
H -0.081 3.620 1.967 0.00
H -4.682 3.118 -6.704 0.00
H 8.669 -1.716 3.475 0.00
H -1.174 5.663 -1.087 0.00
H -0.352 -0.340 -2.273 0.00
H -5.177 2.646 -4.252 0.00
H -0.237 0.898 9.127 0.00
H -3.818 5.462 -6.456 0.00
H -3.106 3.431 -7.434 0.00
H 1.412 -8.063 -1.343 0.00
H -3.476 1.380 -5.665 0.00
H -3.018 4.395 0.127 0.00
H -5.291 2.022 1.428 0.00
H 0.876 -4.487 -4.657 0.00
```

The relative energy (zero: lowest compared OMol25 entry of this formula, charge and spin) comes out at 12.7 kcal per mole. As for the expectation value of S²: 8.80. The calculation puts the orbital gap (spin up / spin down) at 3.82 / 5.97 eV. The HOMO energy (spin up / spin down) is -7.1 / -9.4 eV. As for the spin multiplicity: 6. For the calculated total energy, the calculation gives -96184.9513 eV. As for the charge: +1.

# 4
DFT (ωB97M-V/def2-TZVPD) results for a molecular structure, C2H3AgMgO2 at a distorted geometry.

```
9
Properties=species:S:1:pos:R:3:nbo_charge:R:1
Ag 0.906 -2.302 -0.830 0.98
Mg 1.967 1.070 0.396 1.45
O 0.454 -0.194 0.313 -1.04
O -2.451 1.330 -0.290 -0.16
C -1.718 0.720 0.285 0.91
C -0.703 -0.095 1.025 -0.20
H -0.632 0.418 2.005 0.27
H -1.232 -1.050 1.212 0.27
H 2.908 2.325 -0.261 -0.49
```

The relative energy (zero: lowest compared OMol25 entry of this formula, charge and spin) comes out at 0.2 kcal per mole. The calculation puts the orbital gap (spin up / spin down) at 7.34 / 7.34 eV. The HOMO energy (spin up / spin down) is -17.5 / -17.5 eV. As for the spin multiplicity: 1. For the calculated total energy, the calculation gives -15640.9709 eV. As for the charge: +2.

# 5
DFT (ωB97M-V/def2-TZVPD) results for C3H5NO in the gas phase at a distorted geometry.

```
10
Properties=species:S:1:pos:R:3:nbo_charge:R:1
O -0.408 0.319 -0.850 -0.51
N 1.593 -0.246 0.218 -0.59
C -1.161 0.665 0.294 -0.26
C 0.490 -0.697 -0.605 0.09
C 2.670 0.234 0.165 0.34
H 0.027 -1.558 -0.112 0.17
H -0.512 1.039 1.097 0.18
H 0.919 -0.991 -1.564 0.21
H -1.858 1.447 -0.010 0.20
H -1.720 -0.208 0.657 0.17
```

The relative energy (zero: lowest compared OMol25 entry of this formula, charge and spin) comes out at 47.0 kcal per mole. The calculation puts the orbital gap at 11.73 eV. The HOMO energy is -10.9 eV. As for the spin multiplicity: 1. For the calculated total energy, the calculation gives -6727.5326 eV.

# 6
DFT (ωB97M-V/def2-TZVPD) results for CH6N2O2S in the gas phase at a distorted geometry.

```
12
Properties=species:S:1:pos:R:3:nbo_charge:R:1
S -0.009 0.325 -0.806 2.07
O -1.772 -0.382 -0.915 -0.84
O 0.265 0.892 0.672 -0.68
N 0.807 -1.159 -0.845 -1.00
N 0.580 1.019 -1.990 -1.08
C -0.535 0.181 1.618 -0.32
H 1.677 -1.061 -1.289 0.41
H 0.700 -1.527 0.123 0.39
H 0.097 -0.654 2.191 0.19
H -1.213 -0.467 1.106 0.25
H 0.604 1.973 -2.030 0.40
H -1.202 0.859 2.163 0.22
```

The relative energy (zero: lowest compared OMol25 entry of this formula, charge and spin) comes out at 108.7 kcal per mole. The calculation puts the orbital gap at 9.91 eV. The HOMO energy is -9.6 eV. As for the spin multiplicity: 1. For the calculated total energy, the calculation gives -19039.1856 eV. As for the SMILES: CO[S@@](=N)(N)=O.

Among the records above, which one has the highest calculated total energy?
C3H5NO

Please write out number 1 again, unchanged.
DFT (ωB97M-V/def2-TZVPD) results for C9H14ClN3O3 in the gas phase at a distorted geometry.

```
30
Properties=species:S:1:pos:R:3:nbo_charge:R:1
Cl 2.494 0.682 4.004 -0.06
O -1.808 -2.935 -0.868 -0.31
O -3.575 -2.283 0.200 -0.36
O 1.782 -1.122 1.510 -0.73
N -0.562 -0.500 -0.080 -0.32
N -1.800 1.335 0.801 -0.33
N -2.431 -2.106 -0.234 0.49
C -0.069 1.870 -0.765 -0.22
C -1.819 -0.850 0.076 0.23
C 1.865 0.330 1.294 0.08
C 2.930 0.904 2.277 -0.37
C 0.518 0.937 1.569 -0.43
C -2.564 0.257 0.655 0.00
C -0.464 0.908 0.371 0.20
C 0.276 3.265 -0.265 -0.61
C -1.183 1.961 -1.843 -0.61
H 3.051 1.956 2.093 0.21
H 0.661 1.940 1.933 0.23
H 3.877 0.411 2.095 0.23
H 0.579 3.935 -1.082 0.22
H -0.548 3.774 0.232 0.23
H 0.818 1.484 -1.328 0.22
H -0.787 2.529 -2.677 0.22
H 2.187 0.621 0.309 0.18
H 1.104 -1.518 0.947 0.49
H -2.110 2.424 -1.484 0.22
H -3.655 0.235 0.875 0.24
H 1.141 3.250 0.357 0.20
H -1.374 0.954 -2.215 0.21
H 0.102 0.429 2.443 0.25
```

The relative energy (zero: lowest compared OMol25 entry of this formula, charge and spin) comes out at 0.0 kcal per mole. The calculation puts the orbital gap at 8.97 eV. The HOMO energy is -10.7 eV. As for the spin multiplicity: 1. For the calculated total energy, the calculation gives -32691.5539 eV. As for the SMILES: CC(C)[C@@]1(C[C@H](O)CCl)N=CC([N+](=O)[O-])=N1.

The highest relative energy (zero: lowest compared OMol25 entry of this formula, charge and spin) belongs to which entry?
CH6N2O2S